<a>
21
Properties=species:S:1:pos:R:3:nbo_charge:R:1 method="wB97M-V/def2-TZVPD" gap_ev=9.69 lumo_energy_ev=0.85 smiles=C[C@](O)(CCN)NN homo_ev=-8.8
C -1.184 0.268 -0.825 -0.668
C -0.040 -0.559 -0.272 0.383
O -0.596 -1.643 0.432 -0.727
C 0.961 0.222 0.516 -0.430
C 0.245 0.857 1.864 -0.219
N -0.371 2.129 1.565 -0.852
N 0.945 -1.099 -1.435 -0.495
N 0.320 -1.660 -2.581 -0.662
H -1.499 1.027 -0.116 0.258
H -0.887 0.774 -1.740 0.216
H -2.035 -0.367 -1.062 0.219
H 0.100 -2.097 0.923 0.466
H 1.336 1.056 -0.072 0.226
H 1.779 -0.412 0.862 0.201
H -0.522 0.168 2.221 0.198
H 1.038 0.926 2.624 0.162
H 0.319 2.830 1.322 0.357
H -0.938 2.466 2.335 0.364
H 1.491 -1.862 -1.034 0.332
H 0.092 -0.896 -3.210 0.342
H -0.554 -2.126 -2.315 0.328

=====

<b>
21
Properties=species:S:1:pos:R:3:nbo_charge:R:1 method="wB97M-V/def2-TZVPD" gap_ev=7.40 lumo_energy_ev=-0.37 homo_ev=-7.8
C -1.014 -3.059 0.626 -0.423
C 1.549 2.663 -0.539 -0.408
C 0.953 0.578 -1.608 -0.404
C -0.840 1.415 -0.385 -0.415
N -0.988 -3.229 1.987 -0.613
N -0.693 -1.647 3.014 0.356
N 0.668 1.533 -0.549 -0.460
O -1.076 -0.697 2.452 -0.206
H -0.316 -3.495 -0.003 0.195
H -1.941 -3.211 0.239 0.187
H -0.864 -1.851 0.373 0.150
H 1.338 3.317 -1.383 0.151
H 1.368 3.446 0.254 0.203
H 2.570 2.450 -0.532 0.203
H 0.132 -0.135 -1.560 0.199
H 1.067 1.264 -2.508 0.158
H 1.863 0.155 -1.392 0.186
H -1.244 0.376 -0.263 0.209
H -1.031 1.974 0.562 0.200
H -1.226 2.002 -1.184 0.176
H -0.277 -3.849 2.398 0.355

=====

<c>
21
Properties=species:S:1:pos:R:3:nbo_charge:R:1 method="wB97M-V/def2-TZVPD" gap_ev=9.01 lumo_energy_ev=0.98 smiles="C[C@@H](N)ON.C=NC" homo_ev=-8.0
C 0.064 -0.347 1.123 -0.753
C 0.338 -1.174 -0.513 0.330
N 1.351 -0.512 -1.192 -0.874
O 0.514 -2.521 -0.295 -0.401
N 1.827 -2.822 0.225 -0.546
H 0.029 0.668 1.503 0.205
H 1.057 -0.591 1.503 0.190
H -0.670 -1.016 1.567 0.195
H -0.640 -1.043 -0.974 0.198
H 1.148 0.509 -1.244 0.377
H 2.252 -0.722 -0.778 0.380
H 2.181 -3.541 -0.406 0.349
H 1.641 -3.279 1.116 0.349
C -0.415 2.064 -1.113 -0.114
N -1.308 1.344 -0.526 -0.370
C -2.106 1.927 0.520 -0.446
H -0.084 3.040 -0.737 0.145
H -0.152 1.818 -2.136 0.184
H -2.373 1.152 1.241 0.211
H -3.037 2.282 0.073 0.216
H -1.614 2.763 1.043 0.172

=====

Stability, highest: <a>

=====

<a>
21
Properties=species:S:1:pos:R:3:nbo_charge:R:1 method="wB97M-V/def2-TZVPD" gap_ev=9.61 lumo_energy_ev=1.06 smiles="CN(C)NN.CC=O" homo_ev=-8.6
C 1.693 -0.751 -0.831 -0.443
N 1.400 0.139 0.269 -0.348
C 0.969 -0.584 1.449 -0.422
N 0.384 1.327 -0.035 -0.319
N 1.091 2.484 0.249 -0.648
H 0.816 -1.341 -1.134 0.186
H 2.483 -1.442 -0.532 0.213
H 2.054 -0.172 -1.683 0.194
H 1.813 -1.150 1.849 0.199
H 0.149 -1.283 1.239 0.172
H 0.641 0.133 2.201 0.200
H 0.320 1.264 -1.049 0.334
H 2.085 2.346 0.002 0.342
H 1.039 2.667 1.246 0.346
C -2.567 0.034 -0.763 -0.742
C -2.229 -1.261 -0.101 0.452
O -1.660 -2.184 -0.621 -0.535
H -1.977 0.823 -0.292 0.265
H -3.618 0.272 -0.600 0.230
H -2.347 -0.005 -1.827 0.225
H -2.539 -1.317 0.963 0.099

=====

<b>
21
Properties=species:S:1:pos:R:3:nbo_charge:R:1 method="wB97M-V/def2-TZVPD" gap_ev=7.42 lumo_energy_ev=0.77 homo_ev=-6.7
C 0.908 1.863 -0.240 -0.688
C 1.023 0.423 -0.597 0.434
O 0.667 0.168 -1.892 -0.666
C 1.477 -0.586 0.243 -0.291
N 2.316 -0.343 1.371 -0.825
H 0.993 2.010 0.834 0.229
H 1.675 2.445 -0.758 0.241
H -0.065 2.246 -0.545 0.232
H 0.892 -0.745 -2.110 0.486
H 1.746 -1.517 -0.260 0.194
H 2.601 0.616 1.516 0.364
H 1.921 -0.692 2.234 0.366
C -1.801 -1.551 -0.392 -0.420
N -1.291 -0.516 0.480 -0.580
N -2.208 0.541 0.687 -0.676
H -1.076 -2.365 -0.422 0.190
H -1.945 -1.194 -1.425 0.155
H -2.754 -1.949 -0.029 0.170
H -0.133 -0.681 0.760 0.413
H -1.820 1.396 0.286 0.321
H -3.126 0.432 0.259 0.352

=====

Stability, highest: <a>

=====

<a>
21
Properties=species:S:1:pos:R:3:nbo_charge:R:1 method="wB97M-V/def2-TZVPD" gap_ev=9.24 lumo_energy_ev=0.81 smiles="C=CN(C)O.NCN" homo_ev=-8.4
C -2.389 2.136 -0.710 -0.511
C -1.198 1.710 -1.119 -0.024
N -0.199 1.204 -0.309 -0.146
C 1.179 1.349 -0.720 -0.429
O -0.364 1.431 1.065 -0.574
H -2.667 2.156 0.334 0.206
H -3.132 2.450 -1.418 0.209
H -0.942 1.668 -2.168 0.203
H 1.539 2.388 -0.628 0.171
H 1.267 1.037 -1.755 0.209
H 1.786 0.695 -0.101 0.233
H -0.386 2.389 1.236 0.453
N 0.844 -3.354 -0.075 -0.830
C 0.145 -2.213 0.467 -0.055
N 0.978 -1.422 1.370 -0.872
H 1.149 -3.965 0.678 0.344
H 1.678 -3.038 -0.560 0.353
H -0.143 -1.564 -0.363 0.183
H -0.775 -2.590 0.946 0.153
H 1.121 -1.919 2.244 0.347
H 0.510 -0.549 1.586 0.377

=====

<b>
21
Properties=species:S:1:pos:R:3:nbo_charge:R:1 method="wB97M-V/def2-TZVPD" gap_ev="7.88 / 7.88" lumo_energy_ev="0.65 / 0.65" homo_ev="-7.2 / -7.2"
C 1.073 -1.336 -1.349 -0.407
C -0.120 -1.445 0.787 -0.423
C -1.803 0.693 -0.119 -0.696
N 0.488 -0.561 -0.238 -0.499
C -0.412 0.677 -0.681 0.533
N -0.132 1.297 -1.757 -0.760
H 0.817 1.165 -2.092 0.332
H 0.287 -1.864 -1.890 0.211
H 1.595 -0.676 -2.036 0.218
H 0.628 -2.171 1.108 0.207
H 1.786 -2.053 -0.944 0.210
H -0.978 -1.973 0.372 0.204
H -0.415 -0.838 1.637 0.256
H -2.379 -0.170 -0.470 0.211
H -2.284 1.593 -0.494 0.253
H -1.810 0.716 0.968 0.244
N 0.757 1.515 0.961 -0.700
O 0.133 1.415 2.285 -0.658
H 0.874 1.373 2.902 0.454
H 0.751 2.512 0.748 0.325
H 1.145 0.130 0.304 0.486

=====

Stability, highest: <a>

=====

<a>
37
Properties=species:S:1:pos:R:3:mulliken_charge:R:1 method="wB97M-V/def2-TZVPD" gap_ev=7.65 lumo_energy_ev=-0.20 homo_ev=-7.9
Cs 0.087 -0.059 -0.010 1.089
O -1.184 4.782 -0.716 -0.649
C -1.081 3.645 -0.282 -0.010
N 0.045 2.939 0.003 -0.148
C 1.157 3.660 0.302 0.012
O 1.236 4.789 0.762 -0.646
C 2.498 2.925 0.119 0.374
C 3.657 3.696 0.133 -0.525
C 4.882 3.074 -0.013 -0.278
C 4.923 1.693 -0.148 -0.657
C 3.723 1.005 -0.141 -0.104
N 2.535 1.599 -0.021 -0.174
C -2.403 2.877 -0.115 0.371
C -3.584 3.614 -0.123 -0.511
C -4.791 2.954 0.012 -0.283
C -4.792 1.571 0.130 -0.669
C -3.573 0.919 0.118 -0.116
N -2.403 1.549 0.009 -0.164
H 3.553 4.763 0.266 0.431
H 5.795 3.655 -0.016 0.417
H 5.856 1.157 -0.255 0.361
H 3.710 -0.078 -0.238 0.309
H -3.509 4.685 -0.243 0.432
H -5.721 3.508 0.019 0.412
H -5.710 1.007 0.229 0.357
H -3.531 -0.164 0.203 0.353
Br 2.487 -3.229 0.178 -0.217
C 0.845 -4.187 0.067 0.406
C 0.888 -5.573 0.086 -0.447
C -0.320 -6.242 0.006 -0.253
C -1.495 -5.509 -0.089 -0.629
C -1.408 -4.130 -0.098 -0.150
N -0.250 -3.467 -0.021 -0.208
H 1.829 -6.096 0.161 0.379
H -0.341 -7.324 0.016 0.386
H -2.458 -5.995 -0.153 0.368
H -2.301 -3.520 -0.170 0.380

=====

<b>
37
Properties=species:S:1:pos:R:3:mulliken_charge:R:1 method="wB97M-V/def2-TZVPD" gap_ev=7.67 lumo_energy_ev=-0.13 homo_ev=-7.8
Cs -0.072 0.110 -0.075 1.158
O 1.211 -4.574 0.030 -0.662
C 0.975 -3.388 0.182 0.214
N 0.327 -2.519 -0.663 -0.295
C -0.119 -3.058 -1.845 0.206
O -0.024 -4.202 -2.251 -0.662
C -0.863 -2.110 -2.849 0.241
C -1.312 -2.659 -4.045 -0.503
C -1.970 -1.832 -4.941 -0.281
C -2.164 -0.492 -4.632 -0.683
C -1.684 -0.030 -3.418 -0.052
N -1.053 -0.833 -2.564 -0.219
C 1.501 -2.827 1.541 0.212
C 2.157 -3.703 2.401 -0.478
C 2.625 -3.211 3.608 -0.279
C 2.435 -1.874 3.932 -0.696
C 1.771 -1.074 3.014 -0.118
N 1.326 -1.557 1.860 -0.185
H -1.131 -3.708 -4.228 0.458
H -2.331 -2.231 -5.880 0.412
H -2.674 0.176 -5.313 0.371
H -1.792 1.001 -3.097 0.260
H 2.275 -4.732 2.096 0.458
H 3.139 -3.870 4.296 0.403
H 2.789 -1.460 4.866 0.373
H 1.585 -0.020 3.197 0.334
Br -1.854 3.884 -1.479 -0.196
C -1.089 4.396 0.199 0.354
C -1.249 5.727 0.575 -0.432
C -0.702 6.109 1.784 -0.269
C -0.033 5.158 2.548 -0.651
C 0.057 3.870 2.063 -0.071
N -0.465 3.480 0.895 -0.204
H -1.780 6.415 -0.064 0.386
H -0.796 7.131 2.125 0.393
H 0.412 5.406 3.500 0.376
H 0.571 3.102 2.630 0.329

=====

Stability, highest: <a>